[1]
{
  "formula": "C32H24IrO2P",
  "method": "ωB97M-V with the def2-TZVPD basis set",
  "e_tot_ev": -49794.56994,
  "e_above_lowest_kj_mol": 0.0,
  "homo_lumo_gap_ev": 7.105,
  "homo_ev": -7.422,
  "species": ["Ir", "C", "C", "C", "C", "C", "C", "P", "C", "C", "C", "C", "C", "C", "C", "C", "C", "C", "C", "C", "C", "C", "C", "C", "H", "H", "H", "H", "H", "H", "H", "H", "H", "H", "H", "H", "H", "H", "H", "H", "C", "C", "C", "C", "C", "C", "C", "C", "H", "H", "H", "H", "H", "C", "O", "C", "O", "H", "H", "H"],
  "coordinates": [[-0.138, -0.421, 0.400], [-0.714, 5.926, 1.594], [0.490, 5.725, 0.934], [0.777, 4.489, 0.371], [-0.146, 3.451, 0.471], [-1.353, 3.656, 1.140], [-1.636, 4.893, 1.697], [0.142, 1.855, -0.316], [1.943, 1.738, -0.587], [2.492, 1.517, -1.846], [3.864, 1.348, -1.983], [4.692, 1.406, -0.873], [4.147, 1.624, 0.387], [2.778, 1.780, 0.531], [-0.600, 1.833, -1.947], [-0.790, 2.915, -2.760], [-1.323, 2.733, -4.054], [-1.634, 1.476, -4.487], [-1.464, 0.337, -3.658], [-1.803, -0.961, -4.099], [-1.658, -2.025, -3.254], [-1.184, -1.848, -1.940], [-0.837, -0.609, -1.460], [-0.966, 0.514, -2.342], [-0.932, 6.890, 2.035], [1.209, 6.531, 0.857], [1.717, 4.329, -0.142], [-2.067, 2.845, 1.225], [-2.572, 5.049, 2.216], [1.852, 1.460, -2.718], [4.282, 1.166, -2.964], [5.760, 1.272, -0.985], [4.786, 1.661, 1.260], [2.355, 1.927, 1.519], [-0.520, 3.908, -2.418], [-1.472, 3.588, -4.700], [-2.034, 1.329, -5.484], [-2.178, -1.095, -5.107], [-1.912, -3.022, -3.592], [-1.086, -2.707, -1.291], [-0.864, -1.977, 1.322], [-1.359, -2.932, 1.885], [-1.954, -4.018, 2.607], [-2.159, -3.931, 3.987], [-2.734, -4.985, 4.679], [-3.118, -6.139, 4.010], [-2.919, -6.233, 2.640], [-2.340, -5.185, 1.942], [-1.861, -3.030, 4.507], [-2.884, -4.903, 5.749], [-3.569, -6.959, 4.554], [-3.214, -7.130, 2.110], [-2.181, -5.261, 0.874], [3.204, -2.415, 1.569], [1.952, -1.725, 1.517], [1.372, -1.679, 0.295], [1.824, -2.234, -0.661], [3.578, -2.270, 2.578], [3.899, -2.005, 0.837], [3.060, -3.475, 1.367]]
}

=====

[2]
{
  "formula": "C23H41Cl19IN2",
  "method": "ωB97M-V with the def2-TZVPD basis set",
  "e_tot_ev": -273517.36067,
  "total_charge": 1,
  "homo_lumo_gap_ev": 6.304,
  "homo_ev": -11.277,
  "species": ["C", "C", "C", "N", "N", "I", "C", "C", "Cl", "H", "H", "H", "H", "H", "Cl", "C", "C", "Cl", "H", "H", "H", "H", "Cl", "C", "C", "Cl", "H", "H", "H", "H", "Cl", "C", "C", "Cl", "H", "H", "H", "H", "Cl", "C", "C", "Cl", "H", "H", "H", "H", "Cl", "C", "C", "Cl", "H", "H", "H", "H", "Cl", "C", "C", "Cl", "H", "H", "H", "H", "Cl", "C", "C", "Cl", "H", "H", "H", "H", "Cl", "C", "C", "Cl", "H", "H", "H", "H", "Cl", "C", "C", "Cl", "H", "H", "H", "H"],
  "coordinates": [[-6.863, 0.042, -4.012], [-6.206, 1.250, -4.606], [-4.869, 1.526, -4.287], [-4.204, 2.551, -4.784], [-4.853, 3.317, -5.621], [-3.756, 4.895, -6.416], [-6.116, 3.183, -5.999], [-6.852, 2.113, -5.485], [-8.471, 1.929, -5.965], [-6.154, -0.781, -4.060], [-7.080, 0.203, -2.959], [-7.762, -0.201, -4.557], [-4.333, 0.867, -3.610], [-6.546, 3.874, -6.702], [-3.489, -0.863, -2.445], [-3.683, -1.083, -0.675], [-2.351, -1.063, 0.022], [-1.363, -2.486, -0.396], [-4.212, -2.020, -0.519], [-4.305, -0.266, -0.314], [-2.503, -1.081, 1.100], [-1.781, -0.174, -0.239], [-3.972, -3.403, -4.842], [-2.431, -4.012, -4.171], [-1.681, -4.864, -5.161], [-2.514, -6.404, -5.486], [-2.661, -4.563, -3.264], [-1.834, -3.141, -3.905], [-0.700, -5.110, -4.757], [-1.547, -4.351, -6.110], [1.592, 0.261, 0.773], [1.683, 0.669, -0.958], [1.021, 1.977, -1.281], [-0.758, 1.879, -1.084], [1.242, -0.152, -1.519], [2.737, 0.732, -1.210], [1.233, 2.235, -2.318], [1.379, 2.782, -0.645], [-3.224, -10.838, -2.909], [-3.370, -10.125, -4.536], [-4.452, -10.783, -5.352], [-4.041, -12.460, -5.789], [-2.402, -10.205, -5.023], [-3.603, -9.070, -4.399], [-4.588, -10.235, -6.283], [-5.397, -10.799, -4.815], [6.110, 0.371, 1.731], [4.595, 0.298, 2.688], [4.831, -0.238, 4.072], [5.263, -1.972, 4.064], [3.875, -0.308, 2.146], [4.210, 1.311, 2.748], [3.919, -0.139, 4.658], [5.624, 0.311, 4.571], [5.178, 0.904, -2.254], [5.273, 1.294, -3.989], [4.577, 2.587, -4.327], [2.797, 2.482, -4.141], [4.849, 0.459, -4.542], [6.329, 1.375, -4.239], [4.767, 2.843, -5.367], [4.923, 3.403, -3.698], [2.470, 2.615, 4.005], [0.966, 2.547, 4.965], [1.201, 2.009, 6.350], [1.629, 0.276, 6.331], [0.248, 1.941, 4.417], [0.586, 3.564, 5.027], [0.293, 2.105, 6.941], [1.996, 2.546, 6.859], [5.947, 2.581, 5.677], [7.684, 2.950, 5.503], [8.505, 2.348, 6.613], [8.177, 3.122, 8.185], [7.791, 4.031, 5.470], [8.001, 2.538, 4.546], [9.563, 2.491, 6.401], [8.311, 1.284, 6.718], [0.737, 5.453, 7.067], [-0.763, 5.389, 8.034], [-0.528, 4.846, 9.419], [-0.104, 3.114, 9.403], [-1.486, 4.788, 7.488], [-1.139, 6.409, 8.100], [-1.438, 4.944, 10.008], [0.272, 5.378, 9.926]]
}

=====

[3]
{
  "formula": "C5H12N2O",
  "method": "ωB97M-V with the def2-TZVPD basis set",
  "e_tot_ev": -10402.56875,
  "e_above_lowest_kj_mol": 564.9,
  "homo_lumo_gap_ev": [7.926, 7.924],
  "homo_ev": [-8.417, -8.416],
  "species": ["C", "C", "C", "O", "N", "H", "H", "H", "H", "H", "H", "H", "C", "C", "N", "H", "H", "H", "H", "H"],
  "coordinates": [[-0.797, -1.010, -0.605], [-1.162, 1.399, 1.762], [0.040, 0.551, 1.635], [-1.579, -1.178, -1.733], [0.503, -0.332, 2.382], [-1.280, -0.431, -2.348], [1.387, -0.760, 2.108], [-1.498, -0.870, 0.222], [-0.286, -1.941, -0.337], [-1.663, 1.437, 0.789], [-1.854, 0.943, 2.474], [-0.866, 2.383, 2.133], [1.790, -0.735, -1.053], [0.497, 0.056, -0.949], [0.156, 0.845, -1.962], [-0.423, 1.643, -1.708], [0.682, 0.809, 0.398], [2.572, -0.164, -1.557], [2.147, -0.982, -0.049], [1.633, -1.664, -1.603]]
}

=====

[4]
{
  "formula": "C20H33I2N6NiOSeSi",
  "method": "ωB97M-V with the def2-TZVPD basis set",
  "e_tot_ev": -162728.70962,
  "spin_multiplicity": 3,
  "total_charge": 1,
  "e_above_lowest_kj_mol": 13.7,
  "homo_lumo_gap_ev": [6.132, 6.035],
  "homo_ev": [-10.596, -10.568],
  "species": ["Ni", "C", "N", "C", "N", "C", "N", "C", "N", "C", "C", "H", "H", "H", "H", "H", "H", "H", "H", "H", "H", "H", "H", "C", "N", "N", "C", "O", "C", "C", "C", "C", "C", "C", "C", "C", "C", "H", "H", "H", "H", "H", "H", "H", "H", "H", "H", "H", "H", "C", "Si", "C", "C", "Se", "H", "H", "H", "H", "H", "H", "H", "H", "H", "I", "I"],
  "coordinates": [[1.733, -0.942, -0.745], [1.652, 0.477, -3.327], [0.748, 0.120, -2.183], [0.236, 1.405, -1.598], [-0.447, 2.217, -2.586], [0.483, 2.507, -3.686], [0.975, 1.280, -4.324], [-0.181, 0.521, -4.827], [-1.119, 0.188, -3.748], [-0.426, -0.613, -2.756], [-1.571, 1.437, -3.127], [2.008, -0.452, -3.773], [2.504, 1.031, -2.931], [1.081, 1.953, -1.178], [-0.453, 1.151, -0.795], [1.332, 3.072, -3.297], [-0.027, 3.115, -4.432], [0.171, -0.399, -5.295], [-0.697, 1.119, -5.576], [-0.062, -1.539, -3.194], [-1.096, -0.858, -1.935], [-2.266, 1.205, -2.319], [-2.091, 2.037, -3.873], [-1.296, 1.835, 4.403], [-1.041, 1.129, 3.148], [0.198, 1.144, 2.542], [0.242, 0.152, 1.602], [1.255, 0.026, 0.859], [-0.993, -0.528, 1.669], [-1.738, 0.095, 2.643], [-3.086, -0.250, 3.174], [1.093, 2.254, 2.629], [0.624, 3.546, 2.434], [1.515, 4.607, 2.507], [2.864, 4.369, 2.746], [3.320, 3.069, 2.922], [2.433, 2.003, 2.873], [-0.388, 2.339, 4.714], [-1.584, 1.126, 5.176], [-2.082, 2.577, 4.274], [-1.276, -1.378, 1.069], [-3.501, -1.079, 2.608], [-3.767, 0.599, 3.103], [-3.031, -0.548, 4.224], [-0.425, 3.717, 2.220], [1.157, 5.618, 2.364], [3.558, 5.198, 2.799], [4.369, 2.882, 3.112], [2.771, 0.986, 3.018], [-2.157, -3.447, -0.994], [-0.645, -4.223, -0.248], [-0.437, -5.930, -0.924], [-0.707, -4.229, 1.604], [1.270, -3.141, -0.894], [-3.044, -4.019, -0.691], [-2.094, -3.482, -2.085], [-2.317, -2.408, -0.695], [-1.259, -6.581, -0.603], [0.503, -6.369, -0.579], [-0.424, -5.906, -2.017], [-1.704, -4.493, 1.975], [-0.425, -3.257, 2.012], [0.002, -4.969, 1.985], [4.358, -0.337, -0.823], [5.400, -2.732, -0.347]]
}

=====

[5]
{
  "formula": "C4H14O2S2",
  "method": "ωB97M-V with the def2-TZVPD basis set",
  "smiles": "CCSSCC.O.O",
  "e_tot_ev": -30138.44845,
  "e_above_lowest_kj_mol": 216.9,
  "homo_lumo_gap_ev": 8.922,
  "homo_ev": -8.580,
  "species": ["C", "C", "S", "S", "C", "C", "H", "H", "H", "H", "H", "H", "H", "H", "H", "H", "O", "H", "H", "O", "H", "H"],
  "coordinates": [[2.881, 1.665, -0.270], [3.166, 0.850, -1.565], [2.501, -0.817, -1.734], [1.108, -1.137, -2.994], [-0.486, -1.200, -2.374], [-0.848, -1.710, -0.951], [2.612, 1.215, 0.655], [2.138, 2.503, -0.577], [3.636, 2.312, -0.035], [4.243, 0.533, -1.442], [3.115, 1.396, -2.490], [-0.955, -0.201, -2.431], [-1.220, -1.809, -2.957], [-0.403, -2.818, -0.849], [-1.792, -1.709, -0.512], [-0.352, -1.109, -0.094], [-2.884, 1.532, 3.973], [-2.280, 1.609, 3.196], [-3.188, 2.558, 3.969], [-3.753, -1.368, 2.792], [-3.838, -0.460, 3.087], [-3.401, -1.835, 3.603]]
}

=====

[6]
{
  "formula": "C14H20F8N2O3SSi",
  "method": "ωB97M-V with the def2-TZVPD basis set",
  "e_tot_ev": -64413.76392,
  "e_above_lowest_kj_mol": 187.9,
  "homo_lumo_gap_ev": 5.044,
  "homo_ev": -7.666,
  "species": ["C", "Si", "C", "C", "O", "C", "C", "C", "C", "C", "S", "O", "O", "C", "F", "F", "C", "F", "F", "C", "F", "F", "F", "C", "C", "N", "C", "N", "H", "H", "H", "H", "H", "H", "H", "H", "H", "H", "H", "H", "H", "H", "H", "H", "H", "H", "H", "H", "F"],
  "coordinates": [[-3.560, -1.908, 4.332], [-3.783, -0.954, 2.675], [-5.610, -1.295, 2.157], [-3.639, 0.921, 2.873], [-2.816, -1.671, 1.435], [-1.561, -1.043, 1.204], [-1.578, -0.508, -0.321], [-0.141, -0.790, -0.872], [0.792, 0.279, -1.245], [2.123, -0.114, -1.706], [3.443, 1.049, -2.177], [4.471, 0.991, -1.132], [4.083, 0.636, -3.430], [2.828, 2.785, -2.475], [1.818, 2.753, -3.406], [3.885, 3.455, -3.047], [2.316, 3.547, -1.176], [0.961, 3.785, -1.368], [2.458, 2.791, -0.045], [2.959, 4.990, -0.986], [2.711, 5.802, -2.053], [2.323, 5.585, 0.082], [4.275, 4.934, -0.659], [2.461, -1.566, -1.783], [3.894, -2.103, -2.232], [4.121, -3.502, -1.856], [1.468, -2.548, -1.413], [0.224, -2.115, -0.983], [-4.357, -1.559, 5.044], [-2.530, -1.798, 4.767], [-3.698, -3.013, 4.135], [-5.976, -0.331, 1.702], [-5.610, -2.090, 1.358], [-6.202, -1.605, 3.054], [-4.041, 1.194, 3.900], [-4.243, 1.422, 2.081], [-2.599, 1.334, 2.831], [-0.771, -1.856, 1.288], [-1.277, -0.254, 1.943], [-2.365, -1.044, -0.923], [-1.807, 0.597, -0.318], [0.501, 1.350, -1.178], [4.637, -1.490, -1.654], [3.999, -1.900, -3.324], [4.031, -3.647, -0.848], [3.500, -4.135, -2.363], [1.649, -3.649, -1.442], [-0.463, -2.834, -0.732], [-3.303, 1.121, 0.286]]
}

=====

[7]
{
  "formula": "C5H6N2O2",
  "method": "ωB97M-V with the def2-TZVPD basis set",
  "e_tot_ev": -12355.69380,
  "e_above_lowest_kj_mol": 185.9,
  "homo_lumo_gap_ev": 9.677,
  "homo_ev": -9.187,
  "species": ["C", "C", "C", "C", "C", "N", "N", "O", "O", "H", "H", "H", "H", "H", "H"],
  "coordinates": [[0.834, 1.652, 1.831], [0.351, 0.882, 0.808], [0.453, 0.940, -0.519], [-0.666, -0.691, 1.724], [-0.126, -0.067, -1.457], [1.167, 2.141, 2.827], [-0.383, -0.587, 2.997], [-1.312, -1.422, 1.050], [1.150, 1.965, -1.087], [0.680, -0.633, -1.930], [-0.696, 0.435, -2.242], [-0.777, -0.760, -0.936], [0.218, 0.164, 3.317], [-0.756, -1.247, 3.666], [1.157, 1.867, -2.047]]
}

=====

[8]
{
  "formula": "C10H16O",
  "method": "ωB97M-V with the def2-TZVPD basis set",
  "smiles": "Cc1ccc(O)cc1.CCC",
  "e_tot_ev": -12676.80913,
  "e_above_lowest_kj_mol": 88.4,
  "homo_lumo_gap_ev": 9.367,
  "homo_ev": -8.465,
  "species": ["C", "C", "C", "C", "C", "O", "C", "C", "H", "H", "H", "H", "H", "H", "H", "H", "C", "C", "C", "H", "H", "H", "H", "H", "H", "H", "H"],
  "coordinates": [[-1.122, 0.353, 3.201], [-0.073, 0.290, 2.108], [0.161, 1.389, 1.287], [1.222, 1.396, 0.389], [1.943, 0.233, 0.151], [2.907, 0.173, -0.814], [1.710, -0.881, 0.928], [0.717, -0.831, 1.912], [-2.138, 0.302, 2.803], [-0.985, 1.273, 3.777], [-1.040, -0.522, 3.845], [-0.424, 2.308, 1.292], [1.335, 2.275, -0.241], [2.959, 1.026, -1.257], [2.190, -1.815, 0.683], [0.669, -1.685, 2.582], [-0.025, -0.008, -2.933], [-0.740, -1.036, -2.029], [-1.939, -0.512, -1.263], [-0.298, 0.998, -2.621], [-0.401, -0.091, -3.953], [1.047, -0.186, -2.891], [-1.034, -1.911, -2.608], [0.025, -1.432, -1.346], [-2.526, 0.197, -1.842], [-2.502, -1.336, -0.807], [-1.639, 0.035, -0.357]]
}

=====

[9]
{
  "formula": "C22H30GdO2Si",
  "method": "ωB97M-V with the def2-TZVPD basis set",
  "e_tot_ev": -56097.11121,
  "spin_multiplicity": 8,
  "total_charge": 1,
  "e_above_lowest_kj_mol": 0.0,
  "homo_lumo_gap_ev": [5.421, 7.275],
  "homo_ev": [-10.227, -10.485],
  "species": ["C", "C", "C", "H", "C", "C", "H", "H", "H", "H", "Gd", "C", "H", "H", "H", "Si", "C", "C", "H", "C", "H", "C", "H", "C", "H", "C", "H", "C", "C", "H", "C", "H", "C", "H", "C", "H", "C", "H", "H", "H", "C", "O", "C", "C", "O", "C", "H", "H", "H", "H", "H", "H", "H", "H", "H", "H"],
  "coordinates": [[-2.217, -0.207, 1.451], [-1.308, -1.290, 1.690], [-0.712, -1.120, 2.972], [-1.188, -2.159, 1.043], [-1.314, 0.019, 3.578], [-2.249, 0.594, 2.634], [-2.954, 1.395, 2.840], [-2.856, -0.100, 0.579], [0.011, -1.799, 3.430], [-1.184, 0.337, 4.613], [0.012, 0.967, 1.651], [1.978, 0.616, -0.404], [2.194, 0.831, 0.670], [1.573, 1.479, -0.966], [2.949, 0.322, -0.843], [0.870, -1.171, -0.915], [0.509, -0.696, -2.736], [-0.697, -1.222, -3.241], [-1.276, -1.937, -2.652], [-1.215, -0.774, -4.462], [-2.203, -1.110, -4.766], [-0.499, 0.141, -5.235], [-0.887, 0.467, -6.197], [0.707, 0.658, -4.733], [1.209, 1.455, -5.286], [1.244, 0.203, -3.518], [2.210, 0.607, -3.192], [1.779, -2.779, -0.771], [1.381, -3.750, -1.701], [1.149, -3.426, -2.716], [1.227, -5.071, -1.264], [0.836, -5.807, -1.969], [1.632, -5.431, 0.030], [1.564, -6.466, 0.346], [2.196, -4.476, 0.892], [2.643, -4.766, 1.843], [2.246, -3.128, 0.507], [2.611, -2.339, 1.167], [0.763, -0.897, 0.685], [-0.382, -1.987, -0.805], [-0.064, 3.027, 4.291], [-0.118, 2.949, 2.849], [-0.214, 4.214, 2.126], [-0.971, 4.033, 0.808], [-0.956, 2.638, 0.374], [-1.709, 2.382, -0.844], [-1.056, 2.779, 4.696], [0.227, 4.043, 4.604], [0.674, 2.293, 4.642], [-0.742, 4.946, 2.748], [0.806, 4.567, 1.913], [-2.023, 4.327, 0.946], [-0.521, 4.645, 0.013], [-1.172, 1.629, -1.447], [-2.714, 2.014, -0.572], [-1.797, 3.331, -1.398]]
}